Formula: C52H63N2O4S4Ti
Source: OMol25
Level of theory: ωB97M-V/def2-TZVPD

Structure (ORCA input):
```
! wB97M-V def2-TZVPD RIJCOSX def2/J DEFGRID3
* xyz -2 2
H -5.97 -0.48 -1.82
C -2.71 3.74 -3.62
H -1.14 7.36 -0.36
C -5.24 -0.45 1.46
C 2.25 7.90 -0.80
C -3.38 0.43 0.17
H -9.29 -0.80 1.48
C -2.86 -5.37 1.88
C 0.98 7.92 1.33
H 1.32 -0.39 3.11
O -2.17 0.96 0.12
O 0.69 1.70 -0.16
H 1.31 3.47 -3.42
H 1.23 -0.13 -2.73
H -5.09 6.24 -3.55
C 1.06 3.67 1.09
H 0.11 7.54 1.88
H -0.34 8.89 -0.78
H -6.65 -3.26 0.44
C -2.70 1.48 -2.70
C -5.43 -0.30 -0.89
C -2.03 -3.28 0.38
H -4.79 5.82 4.47
H -4.29 0.13 -3.11
C -2.28 3.51 3.89
C -3.56 -6.55 -0.24
O -0.66 0.42 -2.03
C 0.87 3.00 -0.12
H -1.87 5.79 -5.34
C 0.18 -0.31 -2.95
H -2.66 6.61 5.42
C -7.31 -2.64 1.04
H -4.43 -6.23 -0.82
C 0.93 3.73 -1.32
C 1.06 5.81 -0.07
H -5.21 4.60 -2.89
H -0.03 -1.37 -2.80
C -3.50 4.90 -4.20
C 1.13 5.06 1.10
C -2.30 -4.23 2.44
H -4.00 5.44 2.93
S 3.72 0.77 0.48
H -1.82 6.28 3.89
O -0.34 0.27 2.04
C -4.24 4.44 -5.46
H -4.00 5.70 -2.25
H -7.85 -0.23 2.33
C -2.11 5.85 4.85
C 0.99 5.11 -1.28
H 1.68 3.36 3.12
H -6.90 -2.61 2.05
C -6.03 -0.62 0.32
S -1.53 -1.98 -0.59
C -3.37 2.58 -3.22
N -1.90 -3.19 1.73
H -2.17 -4.15 3.52
C 0.84 2.93 -2.60
C -0.97 1.38 2.61
H 0.90 9.01 1.29
C -4.14 0.19 -0.99
H -3.19 -6.21 2.49
H 1.88 7.67 1.89
C 3.16 -0.82 0.49
C -8.12 -1.35 -0.91
C -0.96 3.61 3.48
C -0.62 2.70 -2.90
H -3.85 -7.34 0.44
H -0.23 7.50 -1.87
H 2.31 7.51 -1.82
C -2.95 2.32 3.60
C -2.60 6.08 -4.58
N -2.57 -4.35 -0.25
C -3.50 0.24 -2.36
H -0.40 4.52 3.64
H -0.26 -0.54 3.94
H -8.43 0.64 0.90
H -2.83 -6.93 -0.95
H -8.22 -0.38 -1.40
H -4.45 2.50 -3.31
H -2.40 -0.84 2.52
C -0.29 2.57 2.84
C -4.26 5.05 3.91
H -2.06 6.46 -3.71
H -2.85 -0.63 -2.42
H -3.99 2.19 3.86
C 1.12 2.83 2.35
H -7.58 -2.03 -1.58
H -4.05 3.23 5.96
H 1.64 1.91 2.10
H -2.48 3.76 6.59
H -5.63 -0.75 2.43
H 1.37 1.99 -2.44
H -0.06 -0.01 -3.97
C -1.34 3.76 -3.45
H 1.01 5.65 -2.22
H -3.88 4.86 6.64
H -0.77 4.64 -3.71
C -2.32 1.26 2.96
H -4.80 5.27 -5.91
C -3.95 0.05 1.41
H -8.30 -3.12 1.08
Ti -0.37 0.33 0.07
C -8.30 -0.35 1.35
H 0.17 -1.64 2.59
C -7.42 -1.23 0.44
H -3.74 -0.23 3.51
C -4.52 5.39 -3.16
H 2.20 8.99 -0.85
H 1.27 5.55 2.06
H -9.13 -1.76 -0.76
S 4.18 -2.13 0.82
C -3.09 0.00 2.66
H 3.16 7.62 -0.28
H -4.94 4.20 3.77
C -3.37 4.08 6.05
C 1.02 7.34 -0.08
H -4.95 3.64 -5.23
C -1.31 1.54 -2.55
C -2.99 4.62 4.66
H -1.20 5.61 5.41
S 1.50 -1.27 0.07
H -3.20 6.89 -4.99
C -2.98 -5.37 0.49
C -0.25 7.80 -0.82
C 0.26 -0.63 2.99
H -3.54 4.05 -6.20
*
```

Output
Orbital gap (alpha / beta) ... 0.152 / 0.152 Ha

***

Formula: C52H64N4O4
Source: OMol25
Level of theory: ωB97M-V/def2-TZVPD

Structure (ORCA input):
```
! wB97M-V def2-TZVPD RIJCOSX def2/J DEFGRID3
* xyz 0 1
H -0.33 7.17 -2.05
C -1.64 5.45 -2.28
O 1.38 -2.91 0.13
H -2.63 3.52 -2.50
H 5.90 0.61 -3.05
C 5.01 -0.01 -0.53
H 1.07 0.48 2.11
H -0.98 1.14 -1.72
H -2.90 2.00 3.12
C -4.59 3.32 -0.36
O -0.82 -4.68 3.70
H 3.45 0.11 2.51
H -0.55 -5.55 1.23
H -6.11 5.42 -0.54
H 1.46 3.29 -1.41
H -3.11 0.08 -4.34
H -7.84 -0.10 -1.01
H 0.92 -5.67 2.21
H 0.35 6.18 2.48
C -6.32 0.43 1.16
H -0.80 -1.81 5.63
C -5.10 5.70 -0.22
C -0.35 -1.21 2.93
H -7.08 -0.03 1.81
N -0.72 -2.38 3.60
C -7.28 -0.96 -0.62
H 5.72 0.34 1.48
H -6.72 1.35 0.73
C -5.55 0.70 -2.07
C -5.16 4.31 1.85
H -5.63 3.25 -0.72
H -4.53 5.97 -1.13
O 6.26 0.11 -1.04
C -0.66 -0.33 -3.49
H 2.65 3.56 1.89
C -1.08 1.96 -1.02
C -4.42 4.54 0.53
H -6.58 1.06 -2.04
H 1.50 2.03 0.93
H -4.39 2.39 0.16
O -0.67 -0.11 3.40
H -0.26 0.64 -3.18
C -2.90 -0.20 -2.21
H 2.05 5.09 2.53
C -1.94 3.98 1.23
C 1.83 4.28 1.82
H 0.25 3.89 4.22
H 3.98 -0.52 -2.39
H 1.02 -5.04 0.53
H 1.33 2.53 3.78
C -2.65 6.27 0.96
H -2.32 -1.64 4.70
H -0.21 1.66 1.42
C -0.47 -3.67 3.11
C -1.45 6.74 1.49
C -3.54 0.02 -0.96
C 0.51 2.42 1.15
C 0.74 -2.69 1.16
C -4.98 0.08 -0.96
C 0.43 -1.36 1.69
H 1.75 -0.60 -1.38
C -1.59 -0.99 -2.45
C -1.44 -2.26 4.86
H -6.22 4.11 1.67
C 1.13 -0.24 1.28
C 0.40 3.06 3.52
C 0.57 3.92 -1.55
H -1.50 -1.71 -0.40
C -0.73 3.32 -1.56
H -1.73 -3.26 5.17
C -0.71 4.46 1.74
C 0.50 3.58 2.09
N 0.20 -3.75 1.89
H -2.63 -2.91 -2.36
C -0.86 -1.21 -1.14
C 2.45 -0.21 0.62
H -3.94 3.37 -1.23
C -1.75 4.07 -2.16
H 0.21 -0.98 -3.66
H -3.37 7.02 0.66
H -1.07 -2.96 -3.20
H -5.33 1.19 -4.17
C 2.62 -0.40 -0.76
C -5.37 -1.87 0.62
H 6.07 -1.15 -2.73
N -2.80 0.59 0.14
C 4.85 0.14 0.87
C -4.86 0.76 -3.28
H 7.50 -0.07 -2.62
C -2.83 1.73 2.07
C -0.42 6.08 -1.99
H -5.07 5.20 2.50
C 0.70 5.30 -1.66
H -7.12 -1.66 -1.45
H -5.47 0.69 1.79
H 1.84 4.68 0.79
H 1.67 5.77 -1.51
C 6.42 -0.14 -2.45
H -4.34 -1.77 0.98
H -4.72 3.46 2.40
H -3.63 -0.30 1.95
H -5.36 -2.63 -0.18
C -3.59 0.20 -3.36
H -2.51 6.03 -2.61
C -5.95 -0.57 0.06
C 3.88 -0.32 -1.33
H -5.20 6.59 0.40
C 0.42 -5.09 1.43
C -3.20 0.58 1.49
H -0.52 -0.28 -0.67
C -2.05 1.77 -0.04
C -2.95 4.90 0.87
H -1.26 7.81 1.55
H 0.03 -1.83 -1.30
H -6.00 -2.23 1.44
C -1.97 -2.36 -3.03
C 3.59 0.02 1.42
N -2.21 2.54 1.12
H 0.21 2.75 0.18
C -0.53 5.82 1.96
H -2.48 -2.25 -4.00
H -1.16 -0.18 -4.45
H -0.42 2.34 3.64
H -7.93 -1.46 0.11
*
```

Output
Structure (SMILES) ... CC(C)(C)c1cccc(C(C)(C)C)c1N1C=CN(c2c(C(C)(C)C)cccc2C(C)(C)C)C1=Cc1ccccc1.COc1ccc(C=C2C(=O)N(C)C(=O)N(C)C2=O)cc1
Orbital gap ... 0.217 Ha

***

These records have total energy values of -4872.22115; -2539.73415 hartree, in the order they appear.